The molecule C6H10N2 at a distorted geometry. Source: OMol25; level of theory: ωB97M-V/def2-TZVPD.

Structure (XYZ):
```
18
Properties=species:S:1:pos:R:3
C 0.19 0.38 1.44
C 2.15 0.06 -0.85
C -0.06 -0.29 -0.01
N -0.15 -1.75 0.01
C -0.98 1.23 1.07
C -2.46 0.42 -0.84
N 0.76 0.35 -0.99
C -1.36 0.49 -0.05
H 0.70 -2.16 0.37
H -0.27 -2.09 -0.94
H 0.02 -0.21 2.35
H 1.18 0.83 1.51
H -1.51 1.99 1.63
H 2.54 0.44 0.12
H 2.39 -1.02 -0.84
H 2.72 0.54 -1.65
H -2.56 -0.36 -1.58
H -3.29 1.11 -0.72
```

Output
**Gap between HOMO and LUMO (spin up / spin down)**: 9.1 / 7.1 eV
**Relative energy (zero: lowest compared OMol25 entry of this formula, charge and spin)**: 4.773 eV
**DFT total energy**: -343.9613 hartree

The molecule C6H10N2 at a distorted geometry. Source: OMol25; level of theory: ωB97M-V/def2-TZVPD.

Structure (XYZ):
```
18
Properties=species:S:1:pos:R:3
C -1.90 0.37 -0.98
C 1.51 -1.09 0.44
C 0.26 0.16 0.39
C 1.02 0.67 -0.70
C -1.10 -0.40 0.04
C 0.28 1.09 1.46
N 1.73 0.97 -1.62
N -1.45 -1.46 0.64
H 2.75 0.82 -1.64
H -2.40 -1.74 0.40
H -2.96 0.13 -0.90
H -1.78 1.45 -0.84
H 1.71 -1.61 -0.50
H 1.00 -1.74 1.14
H 2.40 -0.65 0.90
H -1.57 0.13 -2.00
H -0.61 1.17 2.05
H 1.12 1.73 1.70
```

Output
**Gap between HOMO and LUMO (spin up / spin down)**: 6.0 / 7.1 eV
**Relative energy (zero: lowest compared OMol25 entry of this formula, charge and spin)**: 5.701 eV
**DFT total energy**: -343.9272 hartree

C6H10N2O as an isolated structure at a distorted geometry. Source: OMol25; level of theory: ωB97M-V/def2-TZVPD.

Structure (XYZ):
```
19
Properties=species:S:1:pos:R:3
C -2.15 0.41 -1.15
C -1.03 -0.67 -0.83
C 0.26 0.22 -0.61
C 0.15 1.63 -0.61
C 0.24 0.98 0.74
C 1.10 -0.73 0.00
H -2.00 1.62 -0.33
H -2.19 0.65 -2.58
H -3.29 -0.26 -0.54
H -1.37 -1.42 -0.12
H -0.76 -1.43 -1.82
H 0.81 2.50 -0.60
H -0.76 1.99 -0.94
H 1.00 1.04 1.64
H 0.83 -0.95 2.29
H 3.39 -1.25 0.24
N 0.20 -1.18 1.34
N 2.52 -0.66 -0.33
O -0.77 -0.08 1.30
```

Output
**Gap between HOMO and LUMO**: 9.0 eV
**Relative energy (zero: lowest compared OMol25 entry of this formula, charge and spin)**: 15.795 eV
**DFT total energy**: -418.8060 hartree